No. 1
The following is a quantum chemistry calculation of C37H40BrGe2N2ORuS as an isolated structure, from the Open Molecules 2025 dataset.

Positions of all 85 atoms, in Å:
1 Ru 0.208366 -0.951402 -0.526430
2 C -4.846821 2.604770 -0.966649
3 C -3.600135 3.087143 -0.239383
4 N -2.879243 2.000793 0.463131
5 C -3.071517 1.904917 1.920273
6 C -4.314111 1.119214 2.312231
7 C -2.163655 1.140130 -0.235885
8 S -1.557755 -0.281234 0.637304
9 N -2.045456 1.362137 -1.541757
10 C -1.347191 0.675489 -2.419061
11 O -0.536505 -0.307769 -2.185942
12 C -1.479640 1.047693 -3.835456
13 C -0.695648 0.402532 -4.796094
14 C -0.809836 0.752421 -6.129267
15 C -1.706235 1.743945 -6.509280
16 C -2.489619 2.386396 -5.558129
17 C -2.379057 2.041724 -4.223904
18 H -5.321040 3.453834 -1.457912
19 H -5.571410 2.167780 -0.282099
20 H -4.593222 1.865747 -1.725369
21 H -3.855634 3.822575 0.520496
22 H -2.909603 3.550154 -0.940646
23 H -3.130113 2.928193 2.287655
24 H -2.180725 1.460567 2.359616
25 H -5.224015 1.591903 1.947339
26 H -4.377265 1.071881 3.399142
27 H -4.271341 0.100390 1.925968
28 H -0.004439 -0.371140 -4.493062
29 H -0.205781 0.252787 -6.873995
30 H -1.796551 2.015380 -7.552703
31 H -3.188549 3.153815 -5.861039
32 H -2.985162 2.534880 -3.477284
33 Br 2.289902 -1.680785 -1.827346
34 C 2.069021 -3.512245 -1.380902
35 C 3.001990 -4.411467 -1.805848
36 C 2.875081 -5.753453 -1.404139
37 C 1.835100 -6.122754 -0.600770
38 C 0.861108 -5.185825 -0.179878
39 C -0.221157 -5.590553 0.633445
40 C -1.188308 -4.698727 1.004153
41 C -1.119873 -3.367406 0.574950
42 C -0.050681 -2.877491 -0.167052
43 C 0.958195 -3.825268 -0.581058
44 H 3.828381 -4.100049 -2.430716
45 H 3.607605 -6.477893 -1.730981
46 H 1.733705 -7.150179 -0.275344
47 H -0.281588 -6.627243 0.940454
48 H -2.028281 -5.019683 1.604720
49 H -1.947481 -2.722201 0.826666
50 C 4.402447 -1.977266 1.171152
51 Ge 3.049753 -1.307203 2.400652
52 C 1.924775 -2.762330 3.042482
53 C 3.813899 -0.221129 3.830581
54 Ge 1.616552 0.453313 1.356099
55 C 0.605336 1.454638 2.647593
56 C 0.030653 0.770987 3.724168
57 C -0.631221 1.463616 4.725012
58 C -0.707989 2.851122 4.668840
59 C -0.127157 3.541228 3.613585
60 C 0.526297 2.848270 2.603274
61 C 2.014203 1.489021 -0.227288
62 C 1.017233 2.322058 -0.750715
63 C 1.213527 2.994751 -1.949965
64 C 2.418487 2.860131 -2.622463
65 C 3.429482 2.057912 -2.099956
66 C 3.226111 1.365505 -0.919026
67 H 5.181356 -2.431436 1.787091
68 H 4.864767 -1.199443 0.567079
69 H 3.993170 -2.748303 0.521416
70 H 2.568190 -3.447872 3.597342
71 H 1.483052 -3.305215 2.207533
72 H 1.132845 -2.429768 3.711614
73 H 4.463701 -0.857805 4.432963
74 H 3.039356 0.194614 4.473424
75 H 4.415278 0.592488 3.426238
76 H 0.097237 -0.310975 3.785740
77 H -1.069332 0.926749 5.556075
78 H -1.208304 3.396591 5.458211
79 H -0.167845 4.622180 3.585252
80 H 1.001387 3.402636 1.802679
81 H 0.086763 2.462223 -0.214792
82 H 0.433021 3.628020 -2.351624
83 H 2.579898 3.391118 -3.551209
84 H 4.375084 1.974261 -2.619140
85 H 4.014179 0.730888 -0.532077

Cartesian forces, eV/Å:
0.141 -0.070 0.206
0.030 -0.019 0.011
-0.036 0.024 -0.032
-0.033 -0.016 -0.023
-0.033 -0.032 0.013
0.043 0.032 -0.010
-0.002 0.005 0.050
-0.025 -0.006 0.006
0.084 0.031 -0.049
-0.172 -0.115 0.158
0.095 0.188 -0.063
0.131 -0.123 -0.059
-0.010 0.024 -0.021
-0.019 0.007 0.037
-0.004 0.002 -0.004
0.000 -0.005 -0.033
-0.008 0.025 0.036
-0.007 -0.002 -0.007
-0.001 -0.002 0.019
-0.015 0.011 0.005
0.002 -0.008 0.011
0.029 0.008 0.009
0.015 0.005 0.006
0.030 0.017 -0.018
-0.008 0.007 -0.016
-0.004 -0.015 -0.002
-0.019 -0.006 0.004
0.004 0.002 -0.006
0.000 0.000 -0.001
-0.002 0.004 0.002
0.000 0.001 -0.001
0.007 0.000 0.002
0.018 0.078 -0.081
0.048 -0.037 0.027
-0.017 0.028 0.023
0.013 -0.021 -0.013
-0.003 -0.017 0.010
0.011 0.052 -0.026
-0.016 0.021 0.008
0.002 -0.071 0.025
0.018 0.162 -0.065
-0.053 -0.061 0.016
-0.005 0.009 -0.010
0.000 -0.003 0.002
-0.003 0.000 0.002
0.002 0.001 -0.003
-0.002 -0.001 -0.005
0.000 0.009 0.005
-0.004 -0.009 0.022
-0.005 -0.010 0.039
-0.034 -0.038 -0.011
0.024 0.008 0.000
-0.012 0.010 -0.017
-0.031 -0.043 -0.116
-0.026 -0.020 0.039
-0.015 0.001 0.031
0.028 -0.019 0.006
-0.004 0.009 -0.019
-0.012 0.010 0.011
0.039 -0.003 0.007
-0.130 -0.017 -0.036
0.015 0.019 -0.057
0.010 -0.019 0.021
-0.001 0.017 0.007
0.021 -0.017 0.008
-0.013 -0.019 -0.054
0.012 -0.003 -0.022
-0.005 0.017 0.006
-0.011 -0.008 -0.023
-0.012 -0.008 -0.005
-0.012 -0.010 0.001
0.015 0.031 -0.010
-0.007 -0.010 -0.001
-0.002 -0.004 -0.002
-0.001 0.007 0.005
-0.010 0.020 -0.015
-0.006 0.010 0.003
-0.002 -0.006 0.002
-0.005 -0.001 -0.001
-0.023 -0.010 -0.008
-0.017 0.002 0.028
-0.006 -0.005 0.004
0.000 -0.006 -0.004
0.000 0.004 0.002
0.013 -0.004 0.010

Output
**HOMO-LUMO gap (alpha / beta)**: 0.2200 / 0.2206 hartree
**Spin multiplicity**: 2
**Highest occupied orbital energy (alpha / beta)**: -13.571 / -13.549 eV
**Charge**: +2
**E_tot**: -240523.76900 eV
**Energy relative to the best compared isomer or geometry (same formula, charge and spin)**: 0.6 kcal/mol



No. 2
The following is a quantum chemistry calculation of C17H19N7PtS as an isolated structure, from the Open Molecules 2025 dataset.

Positions of all 45 atoms, in Å:
1 Pt -0.106967 0.197141 0.176910
2 N -3.921378 2.206080 -0.076460
3 C -2.709612 1.861774 0.351732
4 N -1.941643 1.007458 -0.271166
5 C -2.394358 0.423583 -1.471980
6 N -1.593144 -0.404305 -2.104392
7 N -0.418866 -0.565779 -1.598212
8 C 0.503986 -1.456364 -2.009275
9 C 1.605652 -1.598924 -1.159670
10 C 2.678987 -2.489842 -1.405162
11 C 3.779753 -2.470070 -0.589731
12 C 3.824068 -1.552717 0.471644
13 C 2.732847 -0.740665 0.703686
14 N 1.632107 -0.768669 -0.047275
15 C -3.724082 0.699015 -1.936382
16 C -4.293899 0.083900 -3.053006
17 C -5.603423 0.366211 -3.391483
18 C -6.360462 1.272635 -2.649086
19 C -5.809048 1.908856 -1.551286
20 C -4.501594 1.619206 -1.192227
21 H -4.482228 2.875794 0.439169
22 H -2.354092 2.308512 1.271906
23 H 0.372660 -1.996154 -2.935535
24 H 2.607200 -3.160667 -2.245945
25 H 4.608216 -3.138716 -0.759940
26 H 4.687540 -1.487029 1.112696
27 H 2.736222 -0.044778 1.532121
28 H -3.703734 -0.613141 -3.626578
29 H -6.051836 -0.124257 -4.239949
30 H -7.381743 1.479979 -2.924809
31 H -6.384281 2.615645 -0.973576
32 C 0.768025 0.592476 5.437162
33 N 1.176974 1.631544 4.514539
34 C 0.906708 1.639711 3.221259
35 S -0.110496 0.409409 2.559696
36 N 1.346905 2.611240 2.423159
37 C 2.129253 3.754469 2.854017
38 H 0.944518 0.927894 6.455984
39 H 1.340234 -0.323273 5.269901
40 H -0.291574 0.364084 5.319170
41 H 1.736440 2.382227 4.899614
42 H 1.125675 2.528261 1.435593
43 H 1.621293 4.293330 3.659094
44 H 2.251143 4.434562 2.013170
45 H 3.120582 3.444773 3.193121

Cartesian forces, eV/Å:
-0.174 0.545 0.738
0.304 0.013 0.293
-0.437 0.329 0.211
-0.168 -0.253 -0.087
1.087 -0.599 0.049
-2.660 0.422 -2.011
3.617 -1.814 0.856
-3.562 1.944 -0.374
2.671 -0.141 1.648
-1.465 0.854 -0.264
0.383 0.582 1.037
0.008 -0.617 -0.747
-0.133 0.121 0.266
0.486 -0.970 -0.770
-0.364 0.519 0.458
-0.264 0.056 -0.043
0.204 -0.118 -0.062
0.300 0.066 0.233
0.006 -0.040 -0.106
0.199 -0.585 -0.632
0.276 -0.087 0.087
-0.007 -0.028 -0.022
-0.135 -0.128 0.011
0.033 -0.058 -0.121
0.074 -0.076 -0.052
0.061 0.024 0.062
-0.139 -0.061 0.009
0.023 -0.059 -0.034
-0.020 -0.047 -0.113
-0.102 0.018 -0.049
-0.103 0.084 0.070
-0.198 -0.592 0.254
0.311 0.552 -0.098
-0.355 0.044 -0.674
-0.017 -0.211 -0.168
0.136 0.093 -0.306
0.205 0.127 0.225
-0.001 0.083 -0.081
-0.052 0.081 -0.006
0.071 0.075 0.041
-0.072 -0.067 -0.175
-0.036 -0.064 0.444
0.033 -0.011 -0.085
-0.020 -0.070 0.079
-0.004 0.068 0.008

Output
**HOMO-LUMO gap**: 0.2389 hartree
**Highest occupied orbital energy**: -13.954 eV
**Charge**: +2
**E_tot**: -42437.71161 eV



Number 1: maximum force 0.0051 hartree/bohr. Number 2: maximum force 0.0804 hartree/bohr.